One molecule with the formula C3H8S2, computed with wB97M-V/def2-TZVPD.

ORCA input file:
```
! wB97M-V def2-TZVPD RIJCOSX def2/J DEFGRID3
* xyz 0 1
C -1.56 1.11 0.83
C -1.26 0.58 -0.58
S 0.54 0.83 -1.01
S 1.06 -1.13 -1.37
C 2.26 -1.42 0.01
H -1.23 0.34 1.53
H -1.24 2.15 0.79
H -2.64 1.23 1.00
H -1.89 1.11 -1.30
H -1.43 -0.49 -0.69
H 2.73 -2.39 -0.11
H 1.68 -1.32 0.92
H 2.98 -0.61 -0.03
*
```

Results
* E_HOMO: -8.4 eV
* lowest unoccupied orbital energy: 0.756 eV
* gap between HOMO and LUMO: 9.18 eV

So, what does the Löwdin scheme give us? The charges, in e, come out as: -0.179, -0.589, 0.459, 0.402, -0.446, 0.071, 0.063, 0.068, 0.061, 0.030, 0.026, 0.016, 0.017



An isolated ion of composition C5H6N and charge +1, computed with wB97M-V/def2-TZVPD.

ORCA input file:
```
! wB97M-V def2-TZVPD RIJCOSX def2/J DEFGRID3
* xyz 1 3
C -0.11 -0.49 -0.23
C 1.31 -1.24 -0.71
C 2.04 0.88 0.31
C -1.44 -0.14 -0.83
C -1.25 -0.43 0.67
N 1.26 -0.02 -0.10
H 3.13 0.58 0.58
H 1.64 1.85 0.55
H -1.62 0.84 -1.10
H -2.03 -0.86 -1.45
H -1.68 -1.35 1.06
H -1.25 0.38 1.24
*
```

Results
* E_HOMO (spin up / spin down): -14.2 / -16.1 eV
* ⟨S²⟩: 2.032
* lowest unoccupied orbital energy (spin up / spin down): -4.649 / -8.248 eV
* gap between HOMO and LUMO (spin up / spin down): 9.55 / 7.83 eV

So, what does the Löwdin scheme give us? The charges, in e, come out as: -0.218, 0.403, 0.160, 0.015, -0.003, -0.115, 0.174, 0.115, 0.090, 0.153, 0.147, 0.079



C47H47NP2Pt as an isolated structure, computed with wB97M-V/def2-TZVPD.

ORCA input file:
```
! wB97M-V def2-TZVPD RIJCOSX def2/J DEFGRID3
* xyz 0 3
Pt 1.09 -0.73 0.80
C -2.99 1.24 4.43
C -3.19 0.76 3.19
C -3.55 1.39 1.89
C -2.33 1.97 1.13
C -1.83 3.31 1.57
C -1.84 3.88 2.80
C -2.90 3.70 3.83
C -2.60 2.61 4.89
C 2.86 0.15 0.76
H -2.94 0.50 5.22
H -3.00 -0.32 3.06
H -4.36 2.12 1.98
H -3.91 0.62 1.19
H -1.49 1.24 1.09
H -2.64 2.10 0.08
H -1.58 3.95 0.72
H -1.07 4.63 3.06
H -3.87 3.53 3.36
H -3.01 4.66 4.35
H -1.50 2.56 5.06
H -3.13 2.90 5.81
H 3.39 -0.13 1.68
H 2.72 1.23 0.74
H 3.34 -0.24 -0.14
P -0.08 -1.60 -2.51
P 1.42 0.63 -2.80
C -1.13 -0.13 -2.88
C -0.34 0.91 -3.25
C -0.34 -2.59 -4.11
C -1.36 -2.34 -5.05
C -1.50 -3.15 -6.19
C -0.62 -4.20 -6.44
C 0.41 -4.44 -5.51
C 0.54 -3.66 -4.36
C -1.11 -2.48 -1.31
C -0.65 -2.59 0.01
C -1.48 -3.21 0.94
C -2.71 -3.75 0.54
C -3.18 -3.59 -0.76
C -2.38 -2.92 -1.69
C 2.09 0.92 -4.55
C 1.74 -0.02 -5.53
C 2.15 0.14 -6.85
C 2.96 1.23 -7.20
C 3.27 2.20 -6.24
C 2.83 2.05 -4.92
C 1.85 2.23 -2.01
C 3.15 2.34 -1.48
C 3.56 3.52 -0.86
C 2.67 4.60 -0.79
C 1.39 4.50 -1.34
C 0.97 3.31 -1.93
H -2.23 -0.14 -2.80
H -0.62 1.80 -3.83
H -2.05 -1.51 -4.90
H -2.32 -2.96 -6.89
H -0.73 -4.82 -7.33
H 1.10 -5.26 -5.70
H 1.33 -3.88 -3.64
H 0.47 -2.35 0.23
H -1.16 -3.26 1.98
H -3.33 -4.29 1.26
H -4.16 -3.97 -1.05
H -2.75 -2.72 -2.69
H 1.11 -0.87 -5.26
H 1.84 -0.58 -7.61
H 3.32 1.33 -8.23
H 3.85 3.07 -6.53
H 3.05 2.84 -4.20
H 3.82 1.49 -1.53
H 4.55 3.59 -0.43
H 2.99 5.53 -0.32
H 0.71 5.35 -1.32
H -0.04 3.22 -2.34
C 1.22 2.16 5.41
C 1.25 2.37 4.03
C 1.32 1.28 3.16
C 1.38 -0.03 3.65
C 1.63 -0.22 5.04
C 1.40 0.85 5.90
N 1.11 -1.09 2.78
C 0.68 -2.31 3.38
C 1.26 -3.58 3.15
C 0.63 -4.72 3.68
C -0.47 -4.59 4.55
C -0.84 -3.31 5.01
C -0.31 -2.19 4.38
H 1.10 2.99 6.11
H 1.25 3.36 3.60
H 1.37 1.44 2.09
H 2.01 -1.18 5.39
H 1.41 0.71 6.98
H 2.17 -3.64 2.56
H 1.02 -5.71 3.42
H -1.05 -5.46 4.89
H -1.52 -3.16 5.85
H -0.61 -1.17 4.65
*
```

Results
* E_HOMO (spin up / spin down): -5.5 / -5.7 eV
* ⟨S²⟩: 2.013
* lowest unoccupied orbital energy (spin up / spin down): -0.105 / -3.076 eV
* gap between HOMO and LUMO (spin up / spin down): 5.36 / 2.59 eV

So, what does the Löwdin scheme give us? The charges, in e, come out as: 0.731, -0.107, -0.109, -0.206, -0.197, -0.115, -0.107, -0.201, -0.182, -0.343, 0.091, 0.098, 0.105, 0.102, 0.098, 0.096, 0.088, 0.101, 0.100, 0.105, 0.105, 0.107, 0.007, -0.034, -0.036, 1.033, 1.049, -0.284, -0.306, -0.353, -0.106, -0.078, -0.077, -0.077, -0.098, -0.391, -0.177, -0.052, -0.055, -0.072, -0.098, -0.324, -0.096, -0.077, -0.078, -0.076, -0.079, -0.380, -0.140, -0.068, -0.067, -0.072, -0.080, 0.093, 0.093, 0.098, 0.107, 0.110, 0.105, 0.108, -0.004, 0.085, 0.108, 0.107, 0.098, 0.075, 0.107, 0.107, 0.105, 0.100, 0.103, 0.113, 0.109, 0.107, 0.089, -0.139, -0.114, -0.078, -0.313, -0.054, -0.102, -0.140, -0.329, -0.050, -0.106, -0.116, -0.092, -0.061, 0.094, 0.093, 0.049, 0.117, 0.095, 0.105, 0.097, 0.093, 0.101, 0.112



C48H52AsN3PSiV as an isolated structure, computed with wB97M-V/def2-TZVPD.

ORCA input file:
```
! wB97M-V def2-TZVPD RIJCOSX def2/J DEFGRID3
* xyz 2 3
V 1.53 0.41 -1.41
N 0.65 2.28 -1.99
C 0.31 1.92 -3.37
C 1.62 1.59 -4.07
N 2.33 0.62 -3.23
C 2.63 -0.68 -3.82
C 1.83 -1.75 -3.09
N 2.15 -1.62 -1.66
H -0.20 2.55 -1.48
H 1.25 3.11 -1.99
H -0.22 2.72 -3.90
H -0.33 1.03 -3.36
H 2.21 2.51 -4.20
H 1.44 1.19 -5.07
H 3.20 1.05 -2.90
H 3.70 -0.92 -3.70
H 2.41 -0.70 -4.89
H 2.06 -2.75 -3.49
H 0.75 -1.57 -3.23
H 3.15 -1.79 -1.53
H 1.66 -2.34 -1.13
C 4.37 5.63 0.81
C 3.03 5.30 0.67
C 2.66 3.98 0.47
C 3.62 2.97 0.42
C 4.96 3.32 0.56
C 5.33 4.64 0.75
Si 3.20 1.12 0.29
C 4.77 0.18 -0.22
C 5.40 -0.68 0.69
C 6.62 -1.26 0.40
C 7.23 -1.02 -0.82
C 6.62 -0.17 -1.74
C 5.41 0.43 -1.43
C 2.66 0.43 1.98
C 2.59 1.09 3.16
C 2.12 0.42 4.34
C 1.66 -0.84 4.34
C 1.50 -1.62 3.10
C 2.07 -0.90 1.89
H 4.66 6.66 0.97
H 2.28 6.08 0.72
H 1.61 3.73 0.40
H 5.71 2.55 0.53
H 6.38 4.89 0.87
H 4.93 -0.86 1.65
H 7.11 -1.88 1.13
H 8.18 -1.46 -1.05
H 7.10 0.04 -2.68
H 5.00 1.16 -2.12
H 2.96 2.10 3.24
H 2.21 0.95 5.28
H 1.43 -1.34 5.26
H 1.21 -3.38 4.25
H 2.45 -1.54 1.10
C -1.99 -0.98 -1.18
C -3.07 -1.27 -0.14
As -4.43 -2.64 -0.71
C -5.72 -1.56 -1.71
C -6.89 -2.23 -2.08
C -7.92 -1.56 -2.71
C -7.79 -0.21 -3.00
C -6.63 0.46 -2.66
C -5.60 -0.21 -2.03
C -5.34 -2.56 1.02
C -5.17 -3.59 1.94
C -5.74 -3.50 3.20
C -6.48 -2.39 3.54
C -6.66 -1.36 2.63
C -6.10 -1.45 1.37
P -0.50 -0.24 -0.35
C -1.17 1.29 0.42
C -0.44 2.02 1.36
C -0.91 3.23 1.85
C -2.09 3.77 1.36
C -2.77 3.11 0.36
C -2.32 1.88 -0.11
C -0.10 -1.53 0.91
C 0.56 -0.99 2.10
C 1.68 -3.11 3.30
C 1.20 -4.09 2.29
C 0.48 -3.97 1.16
C -0.05 -2.82 0.49
H -2.34 -0.31 -1.98
H -1.69 -1.91 -1.66
H -3.59 -0.36 0.19
H -2.60 -1.70 0.75
H -6.99 -3.28 -1.85
H -8.82 -2.08 -2.98
H -8.59 0.32 -3.50
H -6.52 1.51 -2.88
H -4.70 0.33 -1.75
H -4.60 -4.47 1.65
H -5.61 -4.31 3.90
H -6.92 -2.31 4.52
H -7.25 -0.50 2.89
H -6.26 -0.66 0.65
H 0.51 1.66 1.72
H -0.35 3.76 2.60
H -2.45 4.72 1.74
H -3.66 3.55 -0.08
H -2.89 1.40 -0.88
H 0.08 -0.10 2.49
H 2.75 -3.30 3.44
H 1.50 -5.09 2.55
H 0.27 -4.89 0.64
H -0.49 -3.06 -0.47
*
```

Results
* E_HOMO (spin up / spin down): -12.3 / -12.3 eV
* ⟨S²⟩: 2.143
* lowest unoccupied orbital energy (spin up / spin down): -6.494 / -5.795 eV
* gap between HOMO and LUMO (spin up / spin down): 5.82 / 6.52 eV

Here are the Löwdin charges for atoms 1 to 99, given in e: 0.563, -0.037, -0.204, -0.141, -0.157, -0.148, -0.199, -0.033, 0.088, 0.117, 0.141, 0.117, 0.146, 0.138, 0.101, 0.136, 0.137, 0.143, 0.122, 0.116, 0.084, -0.059, -0.072, -0.126, -0.287, -0.089, -0.058, 0.761, -0.315, -0.085, -0.053, -0.056, -0.068, -0.142, -0.273, -0.071, -0.041, 0.010, -0.287, -0.181, 0.114, 0.109, 0.072, 0.100, 0.115, 0.102, 0.115, 0.116, 0.112, 0.092, 0.114, 0.115, 0.125, 0.138, 0.133, -0.391, -0.431, 1.306, -0.434, -0.124, -0.067, -0.072, -0.084, -0.129, -0.420, -0.127, -0.081, -0.076, -0.074, -0.112, 1.048, -0.338, -0.104, -0.050, -0.044, -0.047, -0.107, -0.299, -0.154, -0.099, -0.047, -0.078, -0.130, 0.072, 0.060, 0.056, 0.060, 0.102, 0.112, 0.109, 0.104, 0.069, 0.093, 0.107, 0.108, 0.108, 0.097, 0.067, 0.120



A 2-piece molecular cluster, C7H12O overall, computed with wB97M-V/def2-TZVPD.

ORCA input file:
```
! wB97M-V def2-TZVPD RIJCOSX def2/J DEFGRID3
* xyz 0 1
C -0.55 -3.14 -1.41
C 0.53 -2.93 -2.25
C -0.87 -1.07 0.02
C -1.01 -2.40 -0.17
C -1.17 1.43 2.81
C -1.17 0.84 1.47
C -1.34 -0.50 1.30
H -1.08 -4.01 -1.58
H 1.11 -1.95 -2.27
H 0.99 -3.59 -3.02
H -0.89 -0.20 -0.61
H -1.29 -3.15 0.57
H -0.78 0.77 3.60
H -0.67 2.33 2.83
H -2.28 1.77 2.90
H -1.15 1.54 0.56
H -1.84 -1.16 1.93
H 3.73 5.29 -2.60
H 5.30 4.88 -2.15
O 4.44 5.25 -1.94
*
```

Results
* E_HOMO: -7.8 eV
* lowest unoccupied orbital energy: 0.664 eV
* gap between HOMO and LUMO: 8.50 eV

So, what does the Löwdin scheme give us? The charges, in e, come out as: -0.176, -0.010, -0.102, -0.103, -0.120, -0.185, -0.130, 0.046, 0.063, 0.053, 0.101, 0.102, 0.088, 0.032, 0.118, 0.135, 0.089, 0.037, 0.037, -0.075



A 2-piece molecular cluster, C7H13NO4 overall, computed with wB97M-V/def2-TZVPD.

ORCA input file:
```
! wB97M-V def2-TZVPD RIJCOSX def2/J DEFGRID3
* xyz 0 1
C -1.55 -1.19 -0.08
C 0.44 0.07 0.45
C 1.01 1.29 0.25
C 2.97 -2.82 0.10
C 0.09 2.39 -0.14
C 2.44 1.54 0.71
C -3.70 -2.13 -0.61
N -0.93 0.00 0.24
O -0.97 -2.28 -0.22
O 2.99 -2.88 -1.21
O 1.85 -2.71 0.66
O -2.87 -0.98 -0.26
H 1.03 -0.76 0.86
H -0.64 2.11 -0.84
H 0.65 3.26 -0.42
H -0.53 2.67 0.69
H 3.24 1.66 -0.11
H 2.84 0.82 1.26
H 2.50 2.40 1.32
H -3.53 -3.10 -0.04
H -3.36 -2.52 -1.61
H -4.74 -1.78 -0.64
H -1.55 0.76 0.15
H 2.10 -2.97 -1.68
H 1.10 -2.59 0.11
*
```

Results
* E_HOMO: -8.6 eV
* lowest unoccupied orbital energy: 0.507 eV
* gap between HOMO and LUMO: 9.08 eV

So, what does the Löwdin scheme give us? The charges, in e, come out as: -0.511, -0.061, -0.279, -0.295, -0.064, -0.044, -0.040, 0.097, 0.050, 0.019, 0.046, -0.039, 0.116, 0.062, 0.085, 0.086, 0.116, 0.015, 0.062, 0.110, 0.101, 0.089, 0.119, 0.132, 0.026



One molecule with the formula C23H26N2O6, computed with wB97M-V/def2-TZVPD.

ORCA input file:
```
! wB97M-V def2-TZVPD RIJCOSX def2/J DEFGRID3
* xyz 0 1
C 2.18 -1.60 -4.20
H 2.74 -0.70 -4.44
O 2.49 -2.07 -2.90
C 2.26 -1.25 -1.85
C 2.54 -1.77 -0.58
C 2.38 -1.02 0.56
C 1.94 0.30 0.45
C 1.64 0.82 -0.80
C 1.80 0.06 -1.94
H 1.56 0.50 -2.89
H 1.28 1.84 -0.88
N 1.77 1.15 1.56
C 2.01 0.89 2.87
O 2.45 -0.13 3.33
C 1.59 2.07 3.78
H 2.04 3.00 3.44
H 1.88 1.85 4.80
O 0.16 2.18 3.78
C -0.41 2.88 2.80
O 0.19 3.54 1.99
C -1.91 2.64 2.79
C -2.60 3.50 1.74
C -2.45 2.69 0.46
O -2.62 3.12 -0.66
N -2.12 1.41 0.80
C -1.81 0.35 -0.07
C -1.67 0.56 -1.44
C -1.32 -0.47 -2.28
C -1.09 -1.76 -1.78
C -1.24 -1.97 -0.42
C -1.61 -0.94 0.42
H -1.74 -1.16 1.46
H -1.09 -2.95 0.02
O -0.71 -2.68 -2.70
C -0.52 -4.04 -2.31
C -1.87 -4.75 -2.17
H -2.39 -4.75 -3.13
H -2.50 -4.24 -1.45
H -1.72 -5.77 -1.84
C 0.33 -4.69 -3.40
H -0.16 -4.58 -4.37
H 0.45 -5.75 -3.19
H 1.30 -4.22 -3.43
H 0.03 -4.08 -1.36
H -1.22 -0.30 -3.34
H -1.83 1.54 -1.85
C -2.11 1.22 2.24
H -1.30 0.56 2.55
H -3.06 0.80 2.59
H -2.13 4.47 1.61
H -3.66 3.65 1.96
H -2.31 2.75 3.80
H 1.45 2.08 1.32
H 2.61 -1.43 1.52
H 2.89 -2.79 -0.52
H 1.10 -1.41 -4.29
H 2.46 -2.40 -4.88
*
```

Results
* E_HOMO: -7.7 eV
* lowest unoccupied orbital energy: 0.619 eV
* gap between HOMO and LUMO: 8.30 eV

So, what does the Löwdin scheme give us? The charges, in e, come out as: -0.086, 0.095, -0.102, -0.283, 0.004, -0.002, -0.216, -0.015, -0.023, 0.110, 0.123, 0.150, -0.435, 0.082, -0.043, 0.135, 0.138, 0.030, -0.457, 0.123, -0.164, -0.027, -0.422, 0.084, 0.030, -0.182, -0.004, -0.004, -0.272, -0.010, -0.012, 0.105, 0.110, -0.036, -0.425, -0.033, 0.087, 0.072, 0.083, -0.029, 0.089, 0.084, 0.062, 0.137, 0.121, 0.104, -0.084, 0.122, 0.143, 0.130, 0.134, 0.157, 0.118, 0.102, 0.120, 0.088, 0.094



One molecule with the formula C2H6N2O, computed with wB97M-V/def2-TZVPD.

ORCA input file:
```
! wB97M-V def2-TZVPD RIJCOSX def2/J DEFGRID3
* xyz 0 1
C -0.34 -0.21 1.65
C 0.37 0.33 -1.37
H -1.16 -1.10 1.58
H -1.08 0.59 1.50
H 0.24 -0.12 2.68
H 1.25 -1.50 -0.79
H 0.07 0.04 -2.47
H -0.54 1.81 -1.97
N 0.55 -0.75 -0.53
N -0.19 1.40 -1.15
O 0.84 -0.49 0.87
*
```

Results
* E_HOMO: -9.4 eV
* lowest unoccupied orbital energy: 0.893 eV
* gap between HOMO and LUMO: 10.33 eV

So, what does the Löwdin scheme give us? The charges, in e, come out as: -0.130, -0.348, 0.113, 0.053, 0.124, 0.157, 0.148, 0.024, -0.017, 0.078, -0.202